{"formula": "C7H9N", "method": "ωB97M-V with the def2-TZVPD basis set", "multiplicity": 2, "max_force_ev_per_a": 3.4, "orbital_gap_ev": [3.035, 6.269], "homo_energy_ev": [1.0, -2.3], "e_above_lowest_ev": 1.643, "total_charge": -1, "e_tot_ev": -8891.7477, "elements": ["C", "C", "N", "C", "C", "C", "C", "C", "H", "H", "H", "H", "H", "H", "H", "H", "H"], "xyz": [[-1.140, -0.739, -0.727], [-1.940, 0.308, -0.443], [-1.365, 1.369, 0.244], [-0.067, 0.910, 0.557], [0.103, -0.393, -0.012], [1.345, -1.091, -0.209], [1.501, -2.357, -0.649], [1.111, 1.679, 1.061], [-1.422, -1.767, -1.144], [-2.949, 0.547, -0.675], [-1.677, 2.244, 0.632], [2.328, -0.529, -0.044], [0.760, -3.030, -0.523], [2.434, -2.716, -0.901], [0.968, 2.302, 1.982], [1.553, 2.362, 0.221], [2.083, 1.109, 1.272]], "forces_ev_per_angstrom": [[0.40, -0.90, 1.53], [-2.19, 1.83, -0.27], [2.54, -1.17, 0.07], [1.45, -1.66, 0.64], [1.12, 0.22, -1.05], [0.66, 2.92, 0.92], [0.55, 0.63, -0.35], [1.46, 1.30, -0.64], [0.47, 2.01, 0.45], [-0.95, -0.55, -0.54], [-0.74, -0.50, -0.42], [-1.45, -0.41, -0.13], [-2.48, -2.31, 0.06], [1.94, -0.80, -0.41], [-0.16, -0.23, -0.77], [-0.74, -0.32, 1.03], [-1.89, -0.06, -0.12]], "mulliken_charge": [-0.753, -0.452, 0.041, -0.381, 0.838, 0.020, -1.259, -1.189, 0.211, 0.426, 0.209, -0.020, 0.270, 0.338, 0.311, 0.142, 0.247]}



{"formula": "C7H9N", "method": "ωB97M-V with the def2-TZVPD basis set", "smiles": "C#CC1(C=C)CNC1", "multiplicity": 1, "max_force_ev_per_a": 3.2, "orbital_gap_ev": 10.310, "homo_energy_ev": -9.3, "e_above_lowest_ev": 4.900, "e_tot_ev": -8890.2559, "elements": ["C", "C", "C", "C", "C", "C", "C", "H", "H", "H", "H", "H", "H", "H", "H", "H", "N"], "xyz": [[-2.078, -1.286, 0.079], [-0.817, -1.265, -0.232], [0.097, -0.134, -0.130], [1.471, 0.007, -0.995], [1.096, -0.101, 1.043], [-0.896, 1.031, -0.199], [-1.597, 1.967, 0.022], [-2.618, -0.393, 0.319], [-2.650, -2.169, 0.281], [-0.398, -2.212, -0.464], [1.570, 0.915, -1.532], [1.601, -0.826, -1.647], [3.000, -0.477, 0.374], [0.851, 0.731, 1.588], [1.012, -0.955, 1.785], [-2.194, 2.795, 0.207], [2.310, 0.183, 0.223]], "forces_ev_per_angstrom": [[-1.77, 0.39, 0.93], [1.26, -1.82, -0.28], [-0.07, 2.47, -1.63], [-1.17, 0.37, 0.83], [-0.22, -1.31, 0.81], [3.01, -0.79, 0.63], [0.02, 0.10, -0.20], [-0.11, 0.39, 0.09], [0.02, -0.68, -0.55], [0.73, -0.90, -0.10], [-0.45, 0.73, -0.94], [0.50, -0.86, -0.30], [1.64, -1.67, 0.01], [-0.39, 2.12, 1.71], [0.57, 0.47, -1.22], [-0.71, 0.84, 0.08], [-2.86, 0.16, 0.12]], "mulliken_charge": [-0.800, -0.496, 1.793, -0.686, -0.812, -1.468, 0.218, 0.214, 0.255, 0.317, 0.292, 0.325, 0.232, 0.333, 0.317, 0.461, -0.495]}



{"formula": "C7H9N", "method": "ωB97M-V with the def2-TZVPD basis set", "multiplicity": 1, "max_force_ev_per_a": 7.0, "orbital_gap_ev": 8.718, "homo_energy_ev": -8.0, "e_above_lowest_ev": 6.115, "e_tot_ev": -8889.0410, "elements": ["C", "C", "C", "C", "C", "C", "C", "H", "H", "H", "H", "H", "H", "H", "H", "H", "N"], "xyz": [[-1.646, -0.272, 0.395], [-0.333, 0.369, 0.728], [0.539, 1.402, 0.090], [1.745, 0.958, -0.187], [2.077, -0.427, -0.091], [1.125, -1.393, -0.060], [-0.293, -0.780, -0.205], [-2.797, 1.274, -0.372], [-3.577, -0.588, -0.407], [-2.055, -0.827, 1.310], [0.145, 0.121, 1.700], [0.100, 2.343, -0.016], [2.442, 1.461, -0.915], [3.143, -0.746, -0.099], [1.269, -2.396, 0.087], [-0.290, -0.592, -1.257], [-2.524, 0.115, -0.579]], "forces_ev_per_angstrom": [[2.11, -2.95, 3.68], [0.79, 1.29, -0.60], [-1.85, -0.36, 1.13], [1.92, 1.03, -2.93], [0.57, -2.70, 0.60], [-1.61, 2.64, 0.75], [1.48, -1.93, 0.76], [0.46, -4.50, -0.76], [4.14, 3.30, -0.79], [0.55, 0.81, -1.31], [-1.00, -0.31, -0.41], [0.17, 1.76, -0.63], [-0.61, 0.34, 1.46], [-0.83, 0.39, 0.02], [0.78, -2.39, -0.16], [-0.62, 0.97, -0.66], [-6.44, 2.64, -0.15]], "mulliken_charge": [0.069, -0.097, -0.719, -0.264, -0.132, -0.976, -0.177, 0.298, 0.321, 0.264, 0.310, 0.439, 0.256, 0.340, 0.501, 0.218, -0.650]}



{"formula": "C7H9N", "method": "ωB97M-V with the def2-TZVPD basis set", "smiles": "Cc1[nH]cc2c1CC2", "multiplicity": 1, "max_force_ev_per_a": 4.5, "orbital_gap_ev": 8.930, "homo_energy_ev": -7.9, "e_above_lowest_ev": 3.314, "e_tot_ev": -8891.8424, "elements": ["C", "C", "C", "C", "C", "C", "C", "H", "H", "H", "H", "H", "H", "H", "H", "H", "N"], "xyz": [[2.241, -1.128, 0.141], [1.115, -0.241, -0.109], [-0.005, 1.719, 0.042], [-0.894, 0.747, 0.026], [-2.324, 0.000, 0.119], [-1.470, -1.294, -0.157], [-0.212, -0.481, -0.001], [1.853, -2.085, 0.656], [2.892, -1.455, -0.901], [3.028, -0.825, 0.883], [2.221, 1.526, -0.259], [-0.056, 2.830, 0.230], [-2.820, 0.078, 1.117], [-3.080, 0.145, -0.653], [-1.785, -1.815, -0.998], [-1.692, -2.214, 0.521], [1.248, 1.125, -0.138]], "forces_ev_per_angstrom": [[2.82, -3.30, -1.34], [0.25, -0.05, 0.51], [1.82, 4.14, -0.22], [-3.15, -2.12, 0.61], [1.23, 0.50, 0.38], [-0.99, -1.77, 3.76], [-0.99, -0.50, -1.41], [0.51, 1.25, -1.30], [-1.85, 0.76, 2.86], [-0.79, 0.45, -0.79], [-2.25, -0.22, 0.54], [-0.03, -1.49, -0.59], [0.57, -0.16, -0.74], [0.22, 0.50, -0.03], [0.27, -0.09, -2.62], [0.67, 1.74, 0.02], [1.69, 0.38, 0.36]], "mulliken_charge": [-1.206, -0.188, -0.741, -0.054, -0.385, -0.511, 0.649, 0.273, 0.221, 0.320, 0.268, 0.340, 0.222, 0.235, 0.313, 0.219, 0.025]}



{"formula": "C7H9N", "method": "ωB97M-V with the def2-TZVPD basis set", "multiplicity": 1, "max_force_ev_per_a": 2.2, "orbital_gap_ev": 9.594, "homo_energy_ev": -8.6, "e_above_lowest_ev": 2.779, "e_tot_ev": -8892.3772, "elements": ["C", "C", "C", "C", "C", "C", "C", "H", "H", "H", "H", "H", "H", "H", "H", "H", "N"], "xyz": [[2.112, 1.012, 0.804], [1.097, 0.355, 0.254], [1.224, -0.890, -0.555], [0.059, -1.365, -0.967], [-1.222, -0.599, -0.752], [-1.370, -0.264, 0.737], [-0.379, 0.848, 0.386], [1.971, 1.914, 1.360], [3.155, 0.755, 0.544], [2.209, -1.415, -0.652], [-0.070, -2.387, -1.322], [-2.153, -0.920, -1.253], [-1.086, -1.118, 1.437], [-2.420, 0.033, 0.879], [-0.432, 1.723, 1.033], [-1.801, 1.440, -0.920], [-0.894, 0.878, -1.012]], "forces_ev_per_angstrom": [[0.81, -0.31, -0.89], [-0.65, 0.13, -0.08], [0.46, 0.49, 0.79], [-0.88, -1.40, -0.51], [-0.42, 1.02, -0.43], [0.24, -2.16, 0.54], [1.19, -0.24, 1.03], [-0.14, 0.37, 0.38], [-0.67, -0.05, 0.41], [-1.15, 0.53, 0.10], [0.29, 0.21, -0.37], [0.85, -0.34, -0.10], [-0.34, 1.28, -0.59], [0.54, 0.38, 0.42], [0.13, 0.34, -0.45], [1.36, -1.16, -0.45], [-1.65, 0.92, 0.22]], "mulliken_charge": [-1.017, 0.381, -0.478, -0.605, 0.069, -0.599, 0.043, 0.283, 0.247, 0.295, 0.330, 0.429, 0.260, 0.317, 0.407, 0.313, -0.675]}



{"formula": "C7H9N", "method": "ωB97M-V with the def2-TZVPD basis set", "smiles": "CN1[C@H]2C=C[C@@H]1C=C2", "multiplicity": 1, "max_force_ev_per_a": 7.8, "orbital_gap_ev": 8.978, "homo_energy_ev": -8.1, "e_above_lowest_ev": 6.717, "e_tot_ev": -8888.4389, "elements": ["C", "C", "C", "C", "C", "C", "C", "H", "H", "H", "H", "H", "H", "H", "H", "H", "N"], "xyz": [[2.103, -0.279, -0.029], [-0.275, -0.153, 1.062], [-0.530, 1.179, 0.593], [-0.697, 1.206, -0.700], [-0.106, -0.085, -1.017], [-1.393, -1.040, -0.770], [-1.444, -0.814, 0.580], [2.258, -0.391, 1.019], [2.621, -0.985, -0.781], [2.383, 0.792, -0.031], [-0.076, -0.142, 2.149], [-1.148, 2.060, 1.038], [-0.678, 2.285, -1.332], [0.490, -0.172, -1.999], [-2.158, -1.574, -1.377], [-2.097, -1.200, 1.495], [0.748, -0.685, 0.100]], "forces_ev_per_angstrom": [[0.66, 0.00, 1.20], [3.24, 0.62, 2.55], [-3.55, 6.70, 1.66], [3.58, 4.70, -2.39], [0.21, -4.73, -5.16], [-0.16, 0.64, 2.64], [-4.04, -5.20, 0.55], [2.24, -1.14, 0.99], [-0.48, 1.40, 1.55], [-0.49, 0.00, -1.32], [0.15, -0.75, -0.54], [1.79, -1.62, 0.60], [-0.59, -3.57, 1.57], [-1.24, -0.06, 1.26], [1.08, 0.71, 0.31], [0.75, 0.56, -2.75], [-3.13, 1.75, -2.71]], "mulliken_charge": [-0.960, -0.095, -0.449, -0.228, -0.142, -0.763, -0.150, 0.375, 0.337, 0.333, 0.445, 0.281, 0.276, 0.420, 0.365, 0.246, -0.292]}